# 1
ORCA calculation (ωB97M-V with the def2-TZVPD basis set) on C19H25N5O3S in the gas phase in a non-equilibrium geometry.

Geometry as XYZ:
```
53
Properties=species:S:1:pos:R:3:mulliken_charge:R:1
C -4.94208 -2.18628 -1.55591 -1.3983
C -4.93262 -2.06079 -0.29338 0.2973
C -6.33437 -1.48152 0.27930 -1.2320
C -4.06188 -0.83550 0.19952 0.4657
C -4.31772 0.40091 -0.18828 -0.5264
C -3.37208 1.58663 -0.22664 -1.8271
C -2.26798 1.36315 0.56949 0.7477
N -1.24472 2.41293 0.98848 -0.1898
C -1.16864 3.55281 0.31088 0.6920
O -2.01673 4.08611 -0.17462 -0.5101
C 0.15760 4.11068 0.94835 -0.9519
S 1.52119 3.82022 -0.00463 -0.1289
C 1.90471 2.24894 0.52451 0.3955
N 1.24260 1.88041 1.84438 -0.5340
N 1.88876 0.70315 2.03320 -0.4312
C 2.74252 0.40192 1.26268 0.2304
O 3.56413 -0.87114 1.03162 -0.4244
C 3.21312 -1.74762 0.08450 0.9400
O 2.51871 -1.22323 -0.77181 -0.6782
N 3.92104 -2.83176 0.08742 0.1053
C 4.78840 -3.09801 1.62161 -1.0589
C 3.53757 -3.84108 -0.44229 -1.0628
N 2.90347 1.55053 -0.06102 0.0936
C 3.88307 1.43129 -0.93522 0.1341
C 3.35800 1.69059 -2.27787 -0.7280
C 4.36167 2.85572 -1.51942 -1.1466
C -1.94448 0.01891 1.17063 -0.9688
C -2.93030 -0.76026 0.93958 -0.5495
H -5.47881 -3.05382 -1.84171 0.4252
H -5.21881 -1.24450 -2.22345 0.2126
H -3.93647 -2.44043 -2.03092 0.3344
H -4.40232 -2.71450 0.27920 0.6032
H -6.91663 -0.64912 -0.08172 0.3341
H -6.30127 -1.30433 1.39966 0.3143
H -6.99434 -2.38327 0.17482 0.4006
H -4.96941 0.57822 -0.92024 0.5672
H -3.45237 2.43888 -0.46392 1.3129
H -0.32555 1.93708 1.51095 0.2240
H -0.01393 5.29036 0.80421 0.3253
H 0.47552 4.16951 1.87013 0.5354
H 4.44429 -3.97895 1.88766 0.3473
H 5.68821 -3.14796 1.07439 0.4522
H 4.87167 -2.36596 2.21618 0.3933
H 2.89031 -3.61196 -1.41953 0.3142
H 3.19792 -4.91913 -0.14413 0.3108
H 4.51778 -4.14439 -1.21310 0.2820
H 4.50501 0.60253 -0.85553 0.5836
H 3.70409 1.43246 -3.18436 0.4727
H 2.30770 2.22011 -2.49450 0.1552
H 5.27927 2.67468 -1.68396 0.4618
H 4.01132 3.58148 -0.98848 0.4442
H -1.07658 -0.29782 1.66145 0.4171
H -2.77955 -1.84689 1.22187 0.0216
```

Properties
ΔE to the lowest compared entry with this formula, charge and spin in kJ/mol: 2107.9
SMILES: CC(C)c1ccc(NC(=O)CSc2nnc(OC(=O)N(C)C)n2C2CC2)cc1
Maximum force in eV/A: 19.43
Multiplicity: 1
LUMO energy in eV: 0.381
Orbital gap in eV: 8.35

# 2
ORCA calculation (ωB97M-V with the def2-TZVPD basis set) on 14 unconnected molecules or ions with the total composition C26H80N10O14 in a non-equilibrium geometry.

Geometry as XYZ:
```
130
Properties=species:S:1:pos:R:3:mulliken_charge:R:1
C -2.03300 -3.82706 -1.14521 -0.6066
O -2.45188 -2.88913 -0.18040 -0.5742
H -1.09758 -3.50348 -1.53575 -0.1149
H -2.91002 -3.99784 -1.84795 0.2742
H -1.86957 -4.71862 -0.68763 0.5613
H -1.72291 -2.82741 0.44952 -0.1882
C 2.18034 -4.38125 0.41019 -1.0919
O 1.24489 -4.10874 -0.63414 -0.7111
H 3.01123 -4.81767 -0.10260 0.4398
H 1.75751 -5.16794 1.11336 0.3828
H 2.37879 -3.49581 0.91908 0.2852
H 1.64378 -3.43800 -1.19702 0.2958
C 0.65220 -1.92339 -4.85097 -0.6227
O 0.32860 -2.53319 -3.64743 -0.7478
H 0.47790 -2.58652 -5.64675 0.4199
H 1.61894 -1.41701 -4.93544 0.3057
H -0.12526 -1.03904 -4.97405 0.0116
H -0.30024 -3.24058 -3.81723 0.3071
C -2.05698 0.21672 -2.51184 -0.1515
O -2.71055 0.84359 -1.48260 -0.2600
N -1.14079 0.76481 -3.26490 -0.1106
N -2.26219 -0.99655 -2.72416 0.1769
H -0.96395 1.76468 -3.05674 0.1433
H -0.95877 0.51499 -4.24233 0.2913
H -2.91661 -1.50058 -2.07965 -0.4855
H -1.67135 -1.63742 -3.23597 0.1523
C 3.55790 -2.62195 -2.21733 0.0682
O 4.76945 -3.13546 -1.77882 -0.8120
N 2.94944 -2.96084 -3.32346 -0.0732
N 2.85645 -1.78745 -1.50326 0.2010
H 3.46003 -3.53215 -4.00063 0.2891
H 1.99855 -2.54604 -3.49394 0.2170
H 3.32195 -1.36270 -0.73113 -0.1541
H 1.94404 -1.34999 -1.67642 -0.5094
C -1.75393 2.30805 3.83516 0.1916
O -1.39767 2.29461 5.15673 -0.8090
N -0.88485 2.19789 2.86587 -0.0462
N -2.97608 2.44099 3.46625 -0.1869
H -0.05525 2.20502 3.36596 0.2358
H -0.93241 2.06819 1.82537 0.0070
H -3.73219 2.69807 4.12432 0.2230
H -3.25531 2.50804 2.51035 0.4012
C -1.22339 -4.43668 2.13454 0.0012
O -1.06168 -5.77335 1.76145 -0.7967
N -2.20044 -3.98919 2.75242 0.0226
N -0.41352 -3.47311 1.65569 0.4107
H -2.87764 -4.80282 2.98956 0.3108
H -2.35017 -3.04142 3.02680 0.1845
H 0.32566 -3.76742 0.94523 0.0293
H -0.38634 -2.52869 2.03988 -0.2665
C 1.30664 3.57387 -3.12188 0.2984
O 0.02194 3.29865 -2.92857 -0.7194
N 2.27581 2.63495 -3.05996 -0.0880
N 1.83062 4.70505 -3.49480 -0.4016
H 1.95710 1.67056 -2.85983 -0.0445
H 3.26427 2.77107 -3.18295 0.2230
H 1.10820 5.43155 -3.54134 0.2833
H 2.71651 4.84775 -4.03739 0.2525
C 5.17796 -0.10108 0.36722 -1.4633
C 4.34985 -0.42517 1.61843 0.9469
C 4.30183 0.82771 2.48573 -1.7073
O 3.23291 -0.85155 1.34689 -0.4476
H 5.11205 -0.96258 -0.29893 0.3859
H 6.24499 -0.06301 0.66572 0.5152
H 4.84553 0.72383 -0.20510 0.1283
H 4.98578 -1.09799 2.06671 0.5112
H 5.15905 1.44981 2.71639 0.4591
H 3.74389 0.44241 3.32518 0.5198
H 3.73191 1.54019 2.04095 0.2991
H 2.80546 -0.86136 2.18407 -0.0116
C -6.36170 -0.39653 0.82730 -1.6691
C -5.30533 -1.14519 0.02354 0.5723
C -5.52766 -0.98916 -1.54278 -1.0616
O -4.07504 -0.84969 0.29581 -0.0525
H -7.31622 -0.88251 0.73054 0.3946
H -6.31491 0.57066 0.38162 0.3038
H -6.11512 -0.35745 1.82095 0.4556
H -5.29437 -2.12149 0.20900 0.6983
H -4.91599 -1.76844 -2.13979 0.1707
H -5.24960 -0.05882 -1.97483 0.0417
H -6.53603 -1.24431 -1.80926 0.5533
H -3.50516 -1.56438 0.00631 -0.0424
C 3.07181 3.29286 0.09470 -0.6571
C 4.06410 4.50248 0.08674 0.1642
C 5.43562 4.12968 0.67733 -1.1892
O 4.36331 4.97940 -1.07117 -0.5726
H 2.27161 3.68870 -0.54897 0.4449
H 2.55303 3.19156 1.05959 0.2705
H 3.26717 2.31909 -0.41562 -0.0549
H 3.64557 5.30704 0.68576 0.2451
H 5.69582 3.12474 0.34323 0.2219
H 5.37427 3.96425 1.76709 0.2713
H 6.25705 4.81485 0.36837 0.3784
H 3.51638 5.08021 -1.52990 0.3494
C -0.32450 -2.33853 4.82453 -1.8440
C -0.37346 -1.09440 3.89954 -0.1941
C 1.02956 -0.76887 3.28708 -1.1818
O -1.14044 -1.14790 2.89191 -0.4217
H 0.50762 -2.40703 5.56896 0.3657
H -0.11146 -3.21280 4.37637 0.4085
H -1.32369 -2.29057 5.27442 0.4261
H -0.59413 -0.26521 4.51855 0.9636
H 1.03419 0.09082 2.62576 0.4347
H 1.31241 -1.66386 2.62429 0.5306
H 1.93273 -0.68589 3.91529 0.3630
H -2.01618 -0.88325 3.12778 0.2576
C 0.19985 1.50077 -0.11908 -0.0061
C 0.99438 0.30545 -0.64074 2.2753
C 0.22379 -0.94810 -0.36717 3.9610
O 1.10377 0.30085 -1.87877 -1.0149
H 0.82441 1.91778 0.66456 0.3787
H -0.81024 1.20896 0.29344 -0.2600
H -0.09418 2.23162 -0.88834 -1.0266
H 2.00285 0.22898 -0.23030 -0.6739
H -0.84856 -0.80884 -0.16509 -0.5830
H 0.65175 -1.28577 0.63087 -1.2048
H 0.36319 -1.70768 -1.21712 -0.3129
H 0.21799 0.41844 -2.20528 0.4094
C -2.51937 3.78839 -0.45422 -1.0863
C -3.55217 3.13777 0.37178 1.0382
C -4.91684 3.18793 -0.42068 -1.8337
O -3.24378 2.00694 0.88447 0.0610
H -1.54685 3.82853 0.11807 0.0349
H -2.64128 4.82144 -0.84037 0.5368
H -2.35028 3.08838 -1.29426 0.0972
H -3.85748 3.78580 1.15869 0.7190
H -5.72232 2.97259 0.21854 0.5131
H -5.00456 2.38711 -1.11379 0.2772
H -5.11731 4.13665 -0.88200 0.4425
H -3.24543 1.35215 0.18819 -0.5473
```

Properties
ΔE to the lowest compared entry with this formula, charge and spin in kJ/mol: 749.7
Maximum force in eV/A: 12.28
Multiplicity: 1
LUMO energy in eV: -0.252
Orbital gap in eV: 8.61